Below is a 10-piece molecular cluster, C45H119N9O14 overall at a distorted geometry, with properties calculated with the ωB97M-V functional and the def2-TZVPD basis.

Computed properties:
HOMO in eV: -8.174
SMILES: COC[C@H](C)N.COC[C@H](C)N.COC[C@H](C)N.COC[C@H](C)N.COC[C@H](C)N.COCCNCCOC.COCCNCCOC.COCCNCCOC.COCCNCCOC.CO
Gap between HOMO and LUMO in eV: 8.736
Energy above the lowest of the compared OMol25 structures with the same formula, charge and spin in kJ/mol: 0.00

Geometry as ORCA input:
```
! RIJCOSX wB97M-V def2-TZVPD def2/J DEFGRID3
* xyz 0 1
C -0.660 -1.065 2.910
O -1.086 0.165 2.386
C -0.506 0.496 1.078
C -1.042 -0.393 -0.058
C -0.445 -0.022 -1.440
N -2.489 -0.505 -0.240
H -0.933 -1.002 3.964
H 0.422 -1.197 2.919
H -1.100 -1.977 2.506
H -0.750 1.537 0.869
H 0.583 0.501 1.139
H -0.715 -1.387 0.246
H 0.628 0.091 -1.289
H -0.809 0.952 -1.767
H -0.644 -0.681 -2.286
H -2.755 0.408 -0.581
H -3.011 -0.625 0.616
C -1.145 5.906 5.176
O -0.578 4.899 4.343
C 0.553 5.279 3.590
C 1.022 4.053 2.771
C 1.402 2.874 3.608
N 2.100 4.341 1.798
H -0.543 6.302 5.994
H -2.124 5.604 5.547
H -1.433 6.695 4.482
H 0.270 6.131 2.973
H 1.355 5.708 4.192
H 0.207 3.692 2.144
H 2.340 3.008 4.146
H 1.635 2.064 2.916
H 0.666 2.588 4.359
H 1.925 5.280 1.470
H 3.023 4.339 2.207
C 2.932 0.711 -3.271
O 4.069 -0.040 -3.740
C 5.306 0.250 -3.044
C 6.498 -0.598 -3.670
C 6.238 -2.057 -3.525
N 7.759 -0.228 -3.019
H 2.770 0.596 -2.200
H 2.006 0.353 -3.722
H 3.013 1.742 -3.617
H 5.364 1.337 -2.999
H 5.202 0.107 -1.968
H 6.508 -0.547 -4.758
H 7.102 -2.600 -3.906
H 5.363 -2.317 -4.121
H 6.057 -2.419 -2.513
H 8.460 -0.849 -3.397
H 7.998 0.713 -3.298
C 3.653 -0.429 1.239
O 3.511 -1.811 0.941
C 2.418 -2.353 1.613
C 2.380 -3.878 1.275
C 1.248 -4.517 2.033
N 3.576 -4.564 1.727
H 4.692 -0.158 1.049
H 3.451 -0.138 2.270
H 3.005 0.189 0.619
H 2.492 -2.177 2.686
H 1.528 -1.938 1.139
H 2.188 -4.075 0.220
H 1.341 -4.381 3.111
H 1.194 -5.562 1.727
H 0.269 -4.050 1.924
H 4.195 -3.913 1.266
H 3.728 -5.368 1.134
C 0.200 0.324 6.546
O 0.442 1.042 7.783
C -0.699 1.103 8.626
C -1.751 2.104 8.158
C -1.303 3.546 8.232
N -2.989 1.970 8.974
H -0.471 0.905 5.913
H -0.181 -0.685 6.703
H 1.089 0.091 5.961
H -1.226 0.154 8.727
H -0.406 1.419 9.627
H -2.043 1.870 7.134
H -0.979 3.829 9.234
H -2.175 4.153 7.990
H -0.452 3.717 7.572
H -2.726 2.103 9.940
H -3.233 0.990 8.942
C -2.011 -8.736 -1.898
O -0.777 -8.191 -2.397
C 0.331 -8.910 -1.897
C 1.522 -8.372 -2.688
N 1.732 -6.921 -2.515
C 2.826 -6.408 -3.294
C 3.068 -4.907 -3.071
O 1.896 -4.158 -3.538
C 1.835 -2.755 -3.345
H -2.067 -8.809 -0.812
H -2.175 -9.771 -2.198
H -2.922 -8.278 -2.284
H 0.118 -9.961 -2.097
H 0.563 -8.800 -0.838
H 1.376 -8.584 -3.747
H 2.486 -8.813 -2.434
H 0.868 -6.405 -2.595
H 2.556 -6.545 -4.341
H 3.723 -6.971 -3.035
H 4.044 -4.509 -3.347
H 3.201 -4.751 -2.001
H 2.559 -2.160 -3.903
H 2.018 -2.449 -2.315
H 0.850 -2.455 -3.703
C -3.920 -2.685 1.535
O -3.692 -1.534 2.301
C -4.845 -0.619 2.347
C -4.644 0.650 3.240
N -3.512 1.430 2.762
C -3.025 2.553 3.583
C -4.008 3.833 3.613
O -5.174 3.745 4.413
C -4.889 3.606 5.803
H -3.868 -2.518 0.459
H -4.856 -3.197 1.756
H -3.179 -3.459 1.732
H -5.611 -1.297 2.723
H -5.080 -0.324 1.324
H -4.588 0.271 4.261
H -5.552 1.241 3.121
H -2.752 0.817 2.503
H -2.121 2.961 3.130
H -2.674 2.231 4.564
H -4.303 4.089 2.595
H -3.455 4.720 3.920
H -4.363 2.675 6.010
H -5.779 3.532 6.428
H -4.225 4.390 6.166
C -3.818 2.536 -0.248
O -3.440 1.864 -1.446
C -4.511 1.731 -2.397
C -5.348 0.462 -2.156
N -4.611 -0.819 -2.194
C -4.091 -1.165 -3.505
C -3.136 -2.380 -3.613
O -2.422 -2.304 -4.856
C -1.745 -3.446 -5.237
H -4.217 3.527 -0.464
H -2.990 2.548 0.461
H -4.593 2.061 0.352
H -4.133 1.737 -3.419
H -5.142 2.619 -2.432
H -6.158 0.520 -2.884
H -5.715 0.631 -1.144
H -3.796 -0.803 -1.598
H -3.479 -0.340 -3.870
H -4.858 -1.237 -4.276
H -3.690 -3.319 -3.605
H -2.378 -2.356 -2.831
H -0.959 -3.650 -4.509
H -1.359 -3.265 -6.240
H -2.442 -4.281 -5.303
C 4.967 4.334 -3.839
O 3.934 5.302 -3.713
C 2.634 4.796 -3.500
C 2.027 4.190 -4.836
N 0.622 3.780 -4.815
C 0.116 3.411 -6.115
C 0.556 2.002 -6.455
O -0.036 1.104 -5.494
C 0.259 -0.280 -5.799
H 5.984 4.729 -3.843
H 4.826 3.698 -4.713
H 4.845 3.722 -2.946
H 1.964 5.626 -3.276
H 2.709 4.106 -2.660
H 2.698 3.436 -5.248
H 2.069 5.017 -5.545
H 0.662 2.911 -4.302
H 0.449 4.194 -6.796
H -0.973 3.382 -6.082
H 1.638 1.911 -6.354
H 0.305 1.749 -7.485
H -0.116 -0.875 -4.967
H 1.342 -0.405 -5.816
H -0.040 -0.698 -6.760
C 0.375 3.625 -1.054
O 1.676 3.193 -0.745
H 0.049 3.200 -2.003
H -0.335 3.367 -0.268
H 0.365 4.712 -1.142
H 1.985 3.663 0.033
*
```

These are the Mulliken partial charges, in e, on atoms 1 to 2: atom 1 (C): -0.32, atom 2 (O): 0.69